[1]
{"formula": "C6H10O6Tl", "method": "ωB97M-V/def2-TZVPD", "elements": ["O", "C", "O", "C", "C", "C", "C", "O", "C", "O", "O", "H", "H", "H", "H", "H", "H", "H", "H", "H", "Tl", "O", "H"], "positions_angstrom": [[0.346, 3.510, -0.050], [0.813, 2.422, -0.495], [1.387, 1.550, 0.309], [0.568, 0.850, 1.280], [0.937, -0.621, 1.267], [0.935, -1.302, -0.103], [-0.350, -1.174, -0.879], [-1.398, -1.853, -0.061], [-2.627, -1.624, -0.197], [-3.070, -0.918, -1.176], [-3.435, -2.099, 0.670], [-0.492, 1.046, 1.089], [0.843, 1.311, 2.234], [0.236, -1.130, 1.943], [1.938, -0.733, 1.705], [1.172, -2.367, 0.019], [1.727, -0.906, -0.753], [-0.321, -1.702, -1.838], [-0.678, -0.138, -1.026], [-4.380, -1.920, 0.513], [3.042, 1.052, -1.907], [1.632, 2.766, -1.444], [1.173, 3.982, -1.102]], "multiplicity": 2, "homo_lumo_gap_ev": [9.72, 5.10], "de_lowest_kj_mol": 106.1, "charge": 2, "lumo_ev": [-7.9, -12.5]}

[2]
{"formula": "C6H10O8", "method": "ωB97M-V/def2-TZVPD", "elements": ["O", "O", "O", "O", "O", "O", "O", "O", "C", "C", "C", "C", "C", "C", "H", "H", "H", "H", "H", "H", "H", "H", "H", "H"], "positions_angstrom": [[-1.274, 1.667, 2.113], [1.981, 2.007, 0.597], [1.676, -1.538, -0.176], [-0.479, -1.891, -3.036], [0.112, -0.085, 1.692], [0.249, 1.251, -0.593], [-0.378, -1.924, 0.232], [-1.112, -0.418, -1.643], [0.064, 1.366, 1.836], [0.603, 2.024, 0.542], [0.518, -1.980, -0.821], [0.116, -1.081, -1.975], [-0.786, -0.569, 0.684], [-0.958, 0.402, -0.520], [-1.465, 1.543, 3.048], [2.179, 1.271, -0.029], [1.652, -1.752, 0.805], [-1.469, -1.819, -2.960], [0.817, 1.574, 2.595], [0.207, 3.107, 0.447], [0.564, -2.943, -1.247], [0.913, -0.372, -2.325], [-1.770, -0.789, 1.208], [-1.960, 0.948, -0.475]], "homo_lumo_gap_ev": 10.50, "de_lowest_kj_mol": 329.3, "lumo_ev": 0.5}

[3]
{"formula": "C6H10OS", "method": "ωB97M-V/def2-TZVPD", "elements": ["C", "C", "C", "C", "C", "C", "H", "H", "H", "H", "H", "H", "H", "H", "H", "H", "O", "S"], "positions_angstrom": [[2.821, -0.049, -0.292], [1.454, -0.400, 0.168], [0.282, 0.559, -0.141], [-1.067, 0.034, 0.434], [-1.786, -0.960, -0.463], [-2.103, 1.034, 0.498], [3.089, 0.829, 0.294], [2.733, 0.280, -1.412], [3.521, -0.890, -0.191], [1.375, -0.501, 1.270], [1.198, -1.403, -0.185], [-0.681, -0.364, 1.419], [-1.947, -2.000, -0.238], [-1.503, -1.039, -1.555], [-1.859, 1.959, 0.038], [-2.555, 1.206, 1.498], [0.421, 1.600, -0.741], [-3.391, 0.106, -0.401]], "homo_lumo_gap_ev": 9.26, "de_lowest_kj_mol": 149.3, "lumo_ev": 0.7}

[4]
{"formula": "C6H10OS", "method": "ωB97M-V/def2-TZVPD", "elements": ["C", "C", "C", "C", "C", "C", "O", "S", "H", "H", "H", "H", "H", "H", "H", "H", "H", "H"], "positions_angstrom": [[2.725, 0.489, -0.828], [3.425, 1.334, -0.400], [2.029, -0.766, -1.052], [-0.483, -0.093, 0.452], [-1.037, 0.443, -0.879], [-1.548, -0.819, 1.323], [1.279, -1.597, 1.549], [0.786, -1.461, 0.175], [-0.128, 0.798, 1.000], [4.074, 2.147, -0.158], [1.401, -0.649, -1.902], [2.780, -1.659, -1.060], [-0.976, -0.251, -1.652], [-0.230, 1.220, -1.323], [-1.981, 0.915, -0.746], [-2.336, -0.214, 1.942], [-0.988, -1.328, 2.178], [-1.977, -1.606, 0.665]], "homo_lumo_gap_ev": 9.71, "de_lowest_kj_mol": 398.2, "lumo_ev": 0.7}

[5]
{"formula": "C6H10S", "method": "ωB97M-V/def2-TZVPD", "elements": ["C", "C", "C", "C", "C", "C", "H", "H", "H", "H", "H", "H", "H", "H", "H", "H", "S"], "positions_angstrom": [[1.946, -1.321, -0.374], [0.855, 0.932, 0.187], [0.468, 2.115, -0.342], [-0.189, 0.328, 1.114], [-1.376, -0.345, 0.848], [-2.019, -0.264, -0.526], [2.855, -1.829, -0.240], [1.691, -1.170, -1.379], [1.187, -2.047, 0.093], [1.112, 2.813, -0.815], [-0.712, 2.226, -0.246], [0.524, 0.150, 1.980], [-2.043, -0.599, 1.786], [-3.404, -0.195, -0.243], [-1.819, -1.411, -1.093], [-1.435, 0.376, -1.110], [2.358, 0.239, 0.358]], "homo_lumo_gap_ev": 9.12, "de_lowest_kj_mol": 478.0, "lumo_ev": 0.7}

[6]
{"formula": "C6H10S", "method": "ωB97M-V/def2-TZVPD", "elements": ["C", "C", "C", "C", "C", "C", "H", "H", "H", "H", "H", "H", "H", "H", "H", "H", "S"], "positions_angstrom": [[1.902, -0.705, -0.244], [1.418, 0.608, 0.682], [0.340, 1.425, -0.297], [-0.910, 0.641, -0.408], [-1.407, -0.530, 0.383], [-2.664, -1.193, 0.007], [2.547, -1.387, 0.375], [1.195, -1.589, -0.582], [2.655, -0.201, -1.100], [2.316, 1.287, 0.606], [1.188, 0.243, 1.766], [1.039, 2.049, -1.175], [-1.439, 0.704, -1.353], [-0.959, -0.864, 1.340], [-2.968, -1.003, -1.046], [-3.176, -1.948, 0.861], [-1.079, 2.463, 0.184]], "homo_lumo_gap_ev": 8.99, "de_lowest_kj_mol": 487.8, "lumo_ev": 0.3}

[7]
{"formula": "C6H10Si", "method": "ωB97M-V/def2-TZVPD", "elements": ["C", "C", "C", "C", "C", "C", "Si", "H", "H", "H", "H", "H", "H", "H", "H", "H", "H"], "positions_angstrom": [[-0.852, -0.223, -2.436], [0.108, -0.775, -1.530], [-1.414, 0.989, -2.614], [0.285, -0.465, -0.179], [1.528, -1.023, 0.569], [-0.144, 1.004, 2.700], [-0.617, 0.777, 0.826], [-0.863, -1.027, -3.378], [0.780, -1.513, -2.041], [-2.102, 1.111, -3.576], [1.344, -1.122, 1.635], [2.289, -0.327, 0.304], [1.549, -1.999, 0.123], [0.579, 0.191, 3.072], [0.388, 1.961, 2.838], [-0.949, 0.986, 3.416], [-1.908, 1.455, 0.270]], "homo_lumo_gap_ev": [8.14, 5.69], "de_lowest_kj_mol": 412.4, "lumo_ev": [-0.6, -0.8]}

[8]
{"formula": "C6H11AlB3BrF5O4", "method": "ωB97M-V/def2-TZVPD", "elements": ["C", "C", "Br", "C", "B", "O", "B", "F", "O", "B", "C", "C", "C", "O", "O", "H", "H", "H", "H", "H", "H", "H", "H", "H", "H", "H", "F", "Al", "F", "F", "F"], "positions_angstrom": [[-2.464, -2.791, 0.298], [-2.173, -2.101, -1.164], [-3.052, -3.337, -2.528], [-0.591, -2.001, -1.580], [0.323, -1.035, -0.601], [1.306, -0.142, -1.307], [1.400, 1.170, -0.638], [1.121, 2.442, -1.375], [1.795, 1.152, 0.810], [0.766, 0.274, 1.428], [0.068, 0.807, 2.819], [-1.689, 0.833, 2.497], [-2.140, 1.803, 1.140], [-2.394, 2.199, 2.722], [0.288, -1.010, 0.876], [-2.845, -3.909, 0.123], [-1.531, -2.880, 0.999], [-3.379, -2.216, 0.781], [-2.766, -1.075, -1.256], [-0.544, -1.526, -2.672], [-0.172, -3.103, -1.688], [0.211, 0.111, 3.748], [0.378, 1.924, 2.981], [-2.318, -0.238, 2.687], [-2.742, 0.837, 0.771], [-3.074, 2.468, 1.014], [4.514, 1.445, -0.751], [5.243, 2.269, -2.177], [4.296, 1.863, -3.654], [6.945, 1.716, -2.384], [5.218, 4.051, -1.918]], "homo_lumo_gap_ev": 8.36, "charge": -1, "lumo_ev": 1.2}

[9]
{"formula": "C6H11BO", "method": "ωB97M-V/def2-TZVPD", "elements": ["B", "C", "C", "C", "C", "C", "C", "O", "H", "H", "H", "H", "H", "H", "H", "H", "H", "H", "H"], "positions_angstrom": [[-2.336, -0.317, -0.180], [0.184, 0.295, -0.529], [-0.764, -0.613, -0.574], [1.607, 0.131, -0.967], [3.195, -0.442, 0.822], [2.493, 0.412, 0.148], [-2.607, 0.539, 1.198], [-3.384, -0.831, -0.905], [0.050, 1.316, -0.178], [1.749, -0.863, -1.325], [1.710, 0.908, -1.717], [3.774, -0.005, 1.631], [3.621, -1.331, 0.488], [-0.501, -1.524, -1.200], [2.295, 1.421, 0.384], [-3.550, 0.838, 1.333], [-2.155, 1.461, 1.437], [-2.282, -0.218, 1.867], [-3.099, -1.178, -1.734]], "homo_lumo_gap_ev": 10.39, "de_lowest_kj_mol": 130.6, "lumo_ev": 0.6}

[10]
{"formula": "C6H11Br", "method": "ωB97M-V/def2-TZVPD", "elements": ["C", "C", "C", "C", "C", "C", "Br", "H", "H", "H", "H", "H", "H", "H", "H", "H", "H", "H"], "positions_angstrom": [[-0.357, -0.243, -1.597], [0.634, 0.031, -0.499], [-0.709, 0.516, -0.383], [1.683, 0.984, -0.968], [0.981, -1.124, 0.419], [-1.870, 0.863, 0.197], [-1.308, -1.552, 4.200], [-0.323, 0.310, -2.539], [-0.881, -1.214, -1.613], [2.449, 0.675, -1.726], [2.378, 1.330, -0.213], [1.166, 1.838, -1.512], [2.129, -1.304, 0.532], [0.495, -2.034, -0.028], [0.389, -0.804, 1.310], [-1.956, 1.291, 1.203], [-2.774, 0.972, -0.326], [-2.127, -0.535, 3.543]], "multiplicity": 3, "homo_lumo_gap_ev": [6.06, 7.81], "de_lowest_kj_mol": 55.6, "lumo_ev": [0.7, -2.1]}

[11]
{"formula": "C6H11Br3N2OV", "method": "ωB97M-V/def2-TZVPD", "elements": ["O", "V", "C", "C", "N", "C", "C", "N", "C", "C", "H", "H", "H", "H", "H", "H", "H", "H", "H", "H", "H", "Br", "Br", "Br"], "positions_angstrom": [[9.015, -1.364, 25.333], [10.132, -0.765, 24.328], [4.522, -2.875, 27.686], [5.880, -2.291, 27.432], [6.790, -3.187, 26.855], [6.945, -3.445, 25.497], [8.028, -4.313, 25.366], [8.521, -4.502, 26.627], [7.670, -3.916, 27.494], [9.627, -5.375, 26.997], [3.968, -2.061, 28.153], [4.461, -3.674, 28.426], [4.152, -3.140, 26.696], [6.442, -1.950, 28.301], [5.933, -1.346, 26.892], [6.197, -3.109, 24.794], [8.335, -4.971, 24.567], [7.697, -3.977, 28.572], [9.408, -5.794, 27.979], [10.540, -4.790, 27.104], [9.920, -6.092, 26.230], [11.919, 0.446, 22.766], [10.390, 1.527, 26.237], [9.595, -2.959, 22.470]], "multiplicity": 2, "homo_lumo_gap_ev": [6.01, 6.67], "de_lowest_kj_mol": 53.8, "lumo_ev": [-2.1, -1.5]}

[12]
{"formula": "C6H11Cl", "method": "ωB97M-V/def2-TZVPD", "elements": ["C", "C", "C", "C", "C", "C", "Cl", "H", "H", "H", "H", "H", "H", "H", "H", "H", "H", "H"], "positions_angstrom": [[0.278, -0.316, 0.510], [2.503, 0.546, 3.054], [-1.646, -0.944, -1.041], [0.462, -0.020, -1.964], [-0.508, 0.992, 0.293], [-0.444, -0.132, -0.738], [1.215, 1.652, 3.231], [1.346, -0.254, 0.772], [2.455, -0.100, 4.010], [-1.243, -1.995, -1.296], [-2.105, -0.555, -1.952], [-2.394, -1.103, -0.116], [0.817, -1.025, -2.359], [-0.283, 0.361, -2.833], [1.303, 0.708, -1.879], [0.009, 1.947, 0.089], [-1.437, 1.056, 0.971], [-0.327, -0.817, 1.250]], "homo_lumo_gap_ev": 8.33, "de_lowest_kj_mol": 498.9, "lumo_ev": -1.0}

[13]
{"formula": "C6H11Cl3OP", "method": "ωB97M-V/def2-TZVPD", "elements": ["C", "C", "C", "C", "C", "C", "O", "P", "Cl", "Cl", "Cl", "H", "H", "H", "H", "H", "H", "H", "H", "H", "H", "H"], "positions_angstrom": [[-1.305, 1.948, -0.092], [-0.170, 1.391, -0.120], [0.982, 2.253, 0.030], [1.489, -0.941, 1.108], [0.564, -2.118, -0.967], [1.014, -0.747, -0.369], [-0.110, 0.086, -0.298], [-2.819, 0.145, 0.083], [-2.721, -1.130, -1.467], [-2.633, -0.953, 1.756], [-4.618, 0.795, 0.091], [-1.802, 2.872, -0.194], [1.777, 1.631, 0.642], [1.372, 2.398, -0.927], [0.751, 3.221, 0.431], [1.721, -0.032, 1.568], [0.840, -1.553, 1.581], [2.387, -1.489, 1.164], [1.254, -2.886, -0.572], [0.486, -2.167, -2.010], [-0.406, -2.372, -0.545], [1.946, -0.350, -0.892]], "homo_lumo_gap_ev": 8.66, "charge": 1, "lumo_ev": -4.9}